--- i ---
{"formula": "C6H12O4", "method": "ωB97M-V with the def2-TZVPD basis set", "elements": ["C", "C", "C", "O", "O", "H", "H", "H", "H", "H", "H", "C", "C", "C", "O", "O", "H", "H", "H", "H", "H", "H"], "xyz": [[-0.4776, 1.0392, -0.7293], [1.4836, 1.3257, -2.4689], [1.4891, 0.8198, -1.2024], [-1.2159, 0.1715, -1.4159], [-0.8511, 2.3108, -0.8120], [-1.7347, 0.5605, -2.1517], [-1.3968, 2.5307, -1.5971], [1.8930, 1.4121, -0.3955], [1.2377, 0.7083, -3.3210], [1.6209, 2.3841, -2.6492], [1.5503, -0.2479, -1.0316], [-1.3342, -2.5573, 0.8652], [0.3959, 0.2647, 2.4836], [0.2385, -0.9916, 1.6737], [-1.0354, -1.4313, 1.7037], [1.1171, -1.5447, 1.0584], [-2.3984, -2.7465, 0.9922], [-1.1041, -2.3181, -0.1739], [-0.7540, -3.4278, 1.1773], [0.0101, 1.1011, 1.8958], [-0.1838, 0.2055, 3.4037], [1.4499, 0.4312, 2.6949]], "lowdin_charge": [-0.2876, -0.0679, -0.1599, 0.0381, 0.0368, 0.1176, 0.1166, 0.0813, 0.0532, 0.0537, 0.0698, -0.0468, 0.0171, -0.5640, -0.0574, 0.0850, 0.0906, 0.0841, 0.0932, 0.0726, 0.0851, 0.0887], "homo_ev": -7.75, "multiplicity": 1, "molar_mass_g_mol": 148.16, "charge": 0, "gap_ev": 7.829}

=====

--- ii ---
{"formula": "C6H12O4", "method": "ωB97M-V with the def2-TZVPD basis set", "elements": ["C", "C", "C", "C", "C", "C", "O", "O", "O", "O", "H", "H", "H", "H", "H", "H", "H", "H", "H", "H", "H", "H"], "xyz": [[0.3739, 0.8986, -0.2026], [-0.9641, 0.3420, -0.1891], [-1.9656, 0.8995, 0.7453], [-1.4221, -0.5110, -1.3093], [1.9086, -1.3093, -0.0791], [1.1630, -0.3010, 0.7875], [0.9090, 0.9384, -1.5047], [0.5380, 2.0829, 0.4794], [-0.1826, -1.0011, 1.2428], [1.7724, 0.2706, 1.7177], [1.7753, 1.3564, -1.4313], [1.1170, 1.8212, 1.2445], [-0.0604, -1.9594, 1.2938], [-1.8098, 0.1731, -2.0766], [-2.7803, 0.2021, 0.9310], [-2.3684, 1.8025, 0.2664], [-1.5059, 1.2117, 1.6782], [-2.2280, -1.1784, -1.0074], [-0.6091, -1.0618, -1.7723], [2.2291, -2.1253, 0.5736], [2.8007, -0.8425, -0.4935], [1.3091, -1.7094, -0.8942]], "lowdin_charge": [-0.4960, -0.1532, -0.0019, 0.0028, 0.0021, -0.5775, 0.0405, 0.0402, -0.0422, -0.0191, 0.1199, 0.1014, 0.0955, 0.1225, 0.0972, 0.1228, 0.1043, 0.0991, 0.0865, 0.0935, 0.0901, 0.0716], "homo_ev": -8.59, "multiplicity": 1, "molar_mass_g_mol": 148.16, "charge": 0, "gap_ev": 8.177}

=====

--- iii ---
{"formula": "C6H12O4", "method": "ωB97M-V with the def2-TZVPD basis set", "elements": ["C", "C", "C", "O", "O", "H", "H", "H", "H", "H", "H", "C", "C", "C", "O", "O", "H", "H", "H", "H", "H", "H"], "xyz": [[-1.5499, 0.2790, 0.0740], [-2.9924, -0.1950, 0.0900], [-0.6787, -1.2545, -0.1725], [-1.2771, 1.1509, -0.8976], [-0.5429, -2.0319, 0.7282], [-0.1934, 1.0137, -1.2387], [-1.1680, 0.5545, 1.0686], [-0.7934, -1.5770, -1.2345], [-3.2434, -0.6690, -0.8584], [-3.6326, 0.6786, 0.2188], [-3.1648, -0.8958, 0.9035], [1.4372, 1.8527, 1.0253], [2.2143, -1.3811, -0.5159], [1.4428, -0.1047, -0.3368], [1.6434, 0.4420, 0.8735], [1.0825, 0.5942, -1.3193], [1.5040, 2.0442, 2.0925], [2.2147, 2.4013, 0.4880], [0.4679, 2.1670, 0.6441], [1.9878, -1.8401, -1.4811], [1.9638, -2.0807, 0.2829], [3.2782, -1.1482, -0.4345]], "lowdin_charge": [-0.4391, -0.0470, -0.2204, -0.0947, 0.0544, 0.0921, 0.1244, 0.1345, 0.0843, 0.0845, 0.0818, -0.0153, 0.0316, -0.5016, -0.0195, 0.0574, 0.1006, 0.1058, 0.0862, 0.1033, 0.0917, 0.1051], "smiles": "C[C@H](O)C=O.COC(C)=O", "homo_ev": -8.60, "multiplicity": 1, "molar_mass_g_mol": 148.16, "charge": 0, "gap_ev": 8.399}

=====

It is i that is the least stable of them.

=====

--- i ---
{"formula": "C3H5BrO", "method": "ωB97M-V with the def2-TZVPD basis set", "elements": ["C", "C", "C", "O", "Br", "H", "H", "H", "H", "H"], "xyz": [[0.4204, -1.2361, -0.9508], [0.5506, -0.3792, -0.0065], [-0.6665, 0.5932, 0.7360], [-1.2441, 1.4323, -0.1102], [2.3410, 0.1314, 0.5040], [1.3894, -1.6455, -1.2002], [-0.4644, -1.8439, -1.2246], [-1.4771, -0.1496, 0.9160], [-0.3594, 1.0082, 1.6902], [-0.4900, 2.0892, -0.3539]], "lowdin_charge": [-0.0907, -0.6665, -0.3291, -0.0626, 0.6525, 0.0363, 0.0900, 0.1179, 0.0956, 0.1568], "smiles": "C=C(Br)CO", "homo_ev": -9.72, "multiplicity": 1, "molar_mass_g_mol": 136.98, "charge": 0, "gap_ev": 10.499}

=====

--- ii ---
{"formula": "C3H5BrO", "method": "ωB97M-V with the def2-TZVPD basis set", "elements": ["C", "C", "C", "O", "Br", "H", "H", "H", "H", "H"], "xyz": [[-0.0785, 1.4489, -0.4250], [0.5425, -1.2440, 0.0192], [-0.2524, 0.3030, 0.5113], [0.0718, 2.5842, -0.0567], [-2.2348, -0.0390, 0.3726], [-0.0803, 1.2268, -1.5172], [-0.2199, -1.9390, -0.1356], [1.2952, -1.6709, 0.6606], [1.0584, -1.2364, -0.9483], [-0.1019, 0.5663, 1.5191]], "lowdin_charge": [-0.4073, -0.0422, -0.5200, 0.0529, 0.6378, 0.1282, -0.0041, 0.0455, 0.0560, 0.0532], "smiles": "C[C@H](Br)C=O", "homo_ev": -10.22, "multiplicity": 1, "molar_mass_g_mol": 136.98, "charge": 0, "gap_ev": 10.339}

=====

It is i that is the least stable of them.

=====

--- i ---
{"formula": "C6H14", "method": "ωB97M-V with the def2-TZVPD basis set", "elements": ["C", "C", "C", "C", "C", "C", "H", "H", "H", "H", "H", "H", "H", "H", "H", "H", "H", "H", "H", "H"], "xyz": [[-2.1263, 0.2387, -1.3613], [-2.0408, 0.0272, 0.1832], [-0.6116, -0.3049, 0.6241], [0.4339, 0.7635, 0.2365], [1.7290, 0.0820, -0.1967], [2.5113, -0.6864, 0.8323], [-1.5749, -0.5866, -1.7965], [-3.1710, 0.1803, -1.6256], [-1.6607, 1.1498, -1.7021], [-2.5059, 0.8969, 0.6429], [-2.6331, -0.8831, 0.2967], [-0.5044, -0.5215, 1.6828], [-0.3995, -1.2352, 0.0848], [0.5158, 1.4078, 1.1240], [0.1651, 1.4530, -0.5453], [1.5054, -0.3315, -1.1857], [2.4347, 0.8223, -0.6180], [2.6340, -0.0124, 1.6720], [3.4339, -1.0227, 0.3750], [1.8650, -1.4371, 1.2766]], "lowdin_charge": [-0.1099, -0.2519, -0.2285, -0.2214, -0.3047, -0.1044, 0.0681, 0.0624, 0.0542, 0.1012, 0.0976, 0.1045, 0.1064, 0.1122, 0.0897, 0.1078, 0.1035, 0.0746, 0.0746, 0.0640], "smiles": "CCCCCC", "homo_ev": -10.49, "multiplicity": 1, "molar_mass_g_mol": 86.18, "charge": 0, "gap_ev": 11.727}

=====

--- ii ---
{"formula": "C6H14", "method": "ωB97M-V with the def2-TZVPD basis set", "elements": ["C", "C", "C", "C", "C", "C", "H", "H", "H", "H", "H", "H", "H", "H", "H", "H", "H", "H", "H", "H"], "xyz": [[-1.1014, 0.9727, -1.7087], [-1.3648, 1.1679, -0.2807], [-0.3116, 0.2721, 0.5076], [-0.3275, -0.2914, 1.8201], [0.6144, -0.4163, -0.4832], [2.1329, -0.5286, -0.1290], [-0.9233, 1.8958, -2.2403], [0.0489, 0.3039, -1.6300], [-1.6914, 0.2466, -2.2517], [-2.3806, 0.9472, 0.0450], [-1.2984, 2.1764, 0.0566], [0.3547, 1.0281, 1.0373], [-0.7752, -1.2652, 1.9812], [-0.4366, 0.2950, 2.7281], [0.1564, -4.5353, 1.9460], [0.6997, -4.9985, 2.1453], [0.3177, -1.4433, -0.7464], [2.0664, -0.2362, 0.9170], [2.4963, -1.5328, -0.2456], [2.7703, 0.2587, -0.5599]], "lowdin_charge": [-0.0861, -0.2156, -0.4568, -0.0087, -0.1300, -0.0903, 0.0719, 0.1097, 0.0762, 0.1095, 0.0916, 0.1450, 0.0324, 0.0502, -0.0012, 0.0038, 0.1120, 0.0535, 0.0596, 0.0733], "homo_ev": -6.75, "multiplicity": 1, "molar_mass_g_mol": 86.18, "charge": 0, "gap_ev": 6.031}

=====

It is ii that is the least stable of them.

=====

--- i ---
{"formula": "C6H14", "method": "ωB97M-V with the def2-TZVPD basis set", "elements": ["C", "C", "C", "C", "C", "C", "H", "H", "H", "H", "H", "H", "H", "H", "H", "H", "H", "H", "H", "H"], "xyz": [[-1.8264, -0.9733, -0.4073], [-0.8451, 0.2187, -0.4910], [0.7646, 0.1977, 0.1887], [0.8434, -0.7997, -1.1250], [1.1710, 1.6934, 0.1857], [0.5281, -0.2473, 1.6522], [-1.6438, -1.5718, 0.4890], [-1.8440, -1.6654, -1.2662], [-2.8401, -0.5615, -0.3218], [-0.9257, 0.6730, -1.5004], [-1.1158, 0.9377, 0.2328], [0.0242, -1.0690, -1.8743], [1.5793, -0.3375, -1.7535], [1.0873, -1.7577, -0.7068], [1.3825, 2.0357, -0.8281], [2.0369, 1.9819, 0.8098], [0.3258, 2.3056, 0.5712], [0.3358, -1.3185, 1.7219], [-0.3693, 0.2796, 2.0463], [1.3313, -0.0215, 2.3766]], "lowdin_charge": [-0.1100, -0.2712, -0.3996, -0.0927, -0.0821, -0.0813, 0.0662, 0.0709, 0.0737, 0.1178, 0.0476, 0.0772, 0.0619, 0.0659, 0.0710, 0.0772, 0.0793, 0.0658, 0.0849, 0.0774], "smiles": "CCC(C)(C)C", "homo_ev": -8.03, "multiplicity": 1, "molar_mass_g_mol": 86.18, "charge": 0, "gap_ev": 9.091}

=====

--- ii ---
{"formula": "C6H14", "method": "ωB97M-V with the def2-TZVPD basis set", "elements": ["C", "C", "C", "C", "C", "C", "H", "H", "H", "H", "H", "H", "H", "H", "H", "H", "H", "H", "H", "H"], "xyz": [[-1.5654, 0.5470, 2.0442], [-1.2025, 0.6620, 0.5881], [-0.2188, -0.0435, -0.0048], [0.4977, -1.1581, 0.7079], [0.0103, 0.0789, -1.5005], [1.3613, -0.3116, -2.1121], [-0.7362, 0.7813, 2.7349], [-2.3832, 1.2274, 2.2913], [-1.9034, -0.4690, 2.2800], [-1.7256, 1.3981, -0.0229], [0.5174, 1.2734, 0.5424], [1.3355, 1.1707, 0.3856], [1.5143, -1.3646, 0.3505], [0.5367, -1.0205, 1.7919], [-0.1273, -2.0321, 0.4976], [-0.2596, 1.0906, -1.8273], [-0.7618, -0.5925, -1.8871], [1.6036, -1.3660, -1.9411], [1.3229, -0.1651, -3.1997], [2.1843, 0.2937, -1.7188]], "lowdin_charge": [-0.1071, -0.2204, -0.4878, -0.0575, -0.2258, -0.1140, 0.0779, 0.0664, 0.0747, 0.1127, 0.0911, 0.0995, 0.0761, 0.0765, 0.1012, 0.1138, 0.1184, 0.0665, 0.0725, 0.0654], "homo_ev": -7.90, "multiplicity": 1, "molar_mass_g_mol": 86.18, "charge": 0, "gap_ev": 9.042}

=====

It is i that is the least stable of them.